1.
The following is a quantum chemistry calculation of the ion CH7BO3P with charge -1 at a distorted geometry, from the OMol25 dataset.

Each line ends with the Löwdin charge.
Atoms and positions in Å:
1 C -1.3874 -1.1287 -0.2062  -0.24
2 B -0.9934 0.4816 0.0466  -0.62
3 P 0.9261 0.4526 0.4099  0.66
4 O 1.1272 -0.6232 1.5540  -0.46
5 O 1.7838 -0.1178 -1.0312  -0.30
6 O 1.5697 2.0237 0.7954  -0.28
7 H -1.1336 -1.7434 0.7782  0.05
8 H -0.6208 -1.5129 -1.0306  0.04
9 H -2.4915 -1.2741 -0.5773  0.04
10 H -1.2331 1.1584 -0.9002  -0.01
11 H -1.5607 0.8969 1.0170  0.01
12 H 2.1448 -1.0110 -0.7558  0.06
13 H 1.8690 2.3980 -0.0998  0.07

Summary:
- 2S+1 = 1
- net charge = -1
- LUMO energy (hartree) = 0.1364
- DFT total energy (eV) = -17260.933
- HOMO energy (hartree) = -0.1783

=====

2.
The following is a quantum chemistry calculation of a cluster of 2 separate species, CH7N in total at a distorted geometry, from the OMol25 dataset.

Each line ends with the Löwdin charge.
Atoms and positions in Å:
1 C -1.2385 -0.1418 -1.2114  -0.07
2 H -0.9874 0.8933 -0.8526  0.02
3 H -1.6223 -0.0397 -2.2324  0.01
4 H -2.1086 -0.4144 -0.6016  0.01
5 H -0.3058 -0.7891 -1.1153  0.03
6 N 1.3089 0.1369 1.3247  0.01
7 H 1.9055 0.0648 0.4985  0.01
8 H 0.7225 -0.6750 1.2871  -0.01
9 H 0.6648 0.8526 1.0123  -0.01

Summary:
- 2S+1 = 1
- LUMO energy (hartree) = 0.0348
- DFT total energy (eV) = -2640.444
- HOMO energy (hartree) = -0.3849